C60H150N10 | ωB97M-V with the def2-TZVPD basis set

```
220
Properties=species:S:1:pos:R:3:mulliken_charge:R:1
C -3.01165 6.24416 4.96698 -1.497
C -1.83944 6.33064 3.96849 0.858
N -0.58273 6.61146 4.63092 0.150
C 0.49809 6.53205 3.64482 -0.617
C 0.88707 5.08273 3.29493 -0.831
C -0.63304 7.92832 5.31579 -0.399
C 0.61297 8.11542 6.22228 -1.286
H -2.72763 5.51108 5.72197 0.360
H -3.91992 5.87667 4.48937 0.357
H -3.35489 7.18232 5.40304 0.464
H -1.78162 5.34782 3.50070 -0.675
H -2.03713 7.12354 3.24715 0.363
H 0.36769 6.98323 2.66119 0.227
H 1.43481 7.01827 3.91731 0.340
H 0.16696 4.58085 2.64867 0.016
H 1.84423 5.00788 2.77885 0.323
H 0.94990 4.43399 4.16858 0.379
H -1.51423 7.91508 5.95721 0.259
H -0.82807 8.76867 4.64956 0.353
H 0.43554 9.07819 6.70154 0.430
H 1.59189 8.19325 5.74926 0.334
H 0.73155 7.36944 7.00811 0.299
C 5.01381 3.93911 3.19729 -1.432
C 4.92431 2.43363 3.48230 -0.401
N 5.25899 1.53119 2.34778 0.376
C 6.36555 1.87540 1.43770 -0.537
C 7.77943 1.99446 2.11012 -1.154
C 5.26878 0.15188 2.87941 -0.664
C 5.29438 -0.83738 1.74262 -1.401
H 4.73371 4.54904 4.05614 0.431
H 4.42802 4.36237 2.38132 0.286
H 6.04415 4.19760 2.95298 0.317
H 5.54769 2.22207 4.35106 0.335
H 3.92326 2.18414 3.83407 0.360
H 6.39684 1.14806 0.62647 0.147
H 6.15105 2.84728 0.99323 0.476
H 7.83884 2.90058 2.71305 0.267
H 8.02058 1.10480 2.69189 0.264
H 8.57501 2.12398 1.37638 0.438
H 4.33339 0.05297 3.43018 0.459
H 6.12067 0.16895 3.55919 0.390
H 5.15744 -1.87206 2.05691 0.509
H 6.25522 -0.82906 1.22803 0.520
H 4.52068 -0.74388 0.98055 0.124
C -5.33579 -6.63412 1.69603 -1.757
C -4.92553 -5.66653 0.61423 0.513
N -3.51538 -5.66551 0.28298 0.235
C -3.30375 -5.09887 -1.07393 0.554
C -3.94116 -5.87136 -2.25112 -1.350
C -2.78358 -4.96734 1.27786 0.026
C -1.30292 -5.24582 1.18951 -1.291
H -5.05990 -6.39548 2.72318 0.372
H -5.08968 -7.67142 1.46901 0.375
H -6.42002 -6.63036 1.58409 0.430
H -5.52119 -5.95618 -0.25145 0.131
H -5.19086 -4.68879 1.01640 -0.127
H -3.65371 -4.06763 -1.12041 -0.350
H -2.22748 -5.05355 -1.24039 0.260
H -5.02250 -5.73782 -2.21972 0.225
H -3.46417 -5.53205 -3.17061 0.159
H -3.72221 -6.93908 -2.26267 0.386
H -3.08543 -5.48197 2.19007 0.428
H -2.99050 -3.90185 1.37798 0.000
H -1.10536 -6.30406 1.36040 0.441
H -0.81568 -4.63357 1.94835 0.122
H -0.86378 -4.94291 0.23898 0.224
C -0.77069 -3.09897 5.44807 -1.595
C -0.02139 -2.37139 4.28072 -0.054
N 1.00835 -3.24306 3.71998 0.199
C 1.42282 -2.75940 2.36964 1.671
C 2.45214 -3.67268 1.66303 -1.740
C 2.13662 -3.51667 4.66146 -0.831
C 3.14153 -2.35594 4.81648 -0.710
H -1.67009 -2.52228 5.66397 0.443
H -0.20179 -3.23346 6.36805 0.380
H -1.02008 -4.12238 5.16784 0.343
H -0.79428 -2.04604 3.58438 0.073
H 0.41141 -1.39945 4.51765 0.305
H 1.80326 -1.74518 2.49102 0.214
H 0.55237 -2.63162 1.72615 -1.235
H 2.57605 -3.33358 0.63456 0.389
H 2.12006 -4.70588 1.56140 0.285
H 3.40349 -3.68192 2.19496 0.342
H 1.84784 -3.92213 5.63116 0.514
H 2.64364 -4.38530 4.24133 0.367
H 3.44553 -1.92244 3.86371 -0.221
H 2.64340 -1.60833 5.43377 0.303
H 4.03503 -2.66764 5.35741 0.496
C -2.48559 3.36754 0.23356 -1.281
C -3.56916 2.42230 0.74192 -0.578
N -3.17739 1.79687 2.01706 1.460
C -4.07722 0.61431 2.16635 0.166
C -5.55485 0.89117 2.57915 -1.669
C -3.15076 2.74454 3.11210 0.611
C -2.57917 2.16417 4.35760 -1.461
H -1.52364 2.85583 0.20359 0.075
H -2.50481 4.21449 0.91942 0.331
H -2.64629 3.76188 -0.76982 0.482
H -4.54813 2.86495 0.92568 0.504
H -3.72057 1.62875 0.01016 0.191
H -3.99608 -0.12748 1.37183 -0.479
H -3.63685 -0.01002 2.94378 0.326
H -6.09980 1.45236 1.82008 0.332
H -6.12915 -0.00599 2.81021 0.426
H -5.63420 1.51247 3.47122 0.344
H -4.13187 3.16989 3.32328 0.419
H -2.43844 3.54095 2.89664 -1.185
H -1.64649 1.61194 4.24256 0.144
H -3.28840 1.44375 4.76515 0.362
H -2.38711 2.97487 5.06043 0.406
C -1.59377 -1.45454 -0.11819 1.347
C -0.88086 -0.09452 0.16280 -0.255
N 0.58982 -0.26526 0.28031 1.617
C 1.22666 -0.91749 -0.82401 -0.351
C 1.02972 -0.12192 -2.10940 -0.937
C 1.30203 0.97935 0.60506 -1.265
C 0.93987 1.54483 1.94293 0.122
H -1.29304 -2.22172 0.59533 -0.983
H -1.32656 -1.79985 -1.11692 -0.122
H -2.65682 -1.22714 -0.03875 -0.605
H -1.17846 0.66770 -0.55731 0.089
H -1.22905 0.24710 1.13756 -0.285
H 2.30382 -0.97323 -0.66682 0.087
H 0.88774 -1.95114 -0.89342 0.379
H 1.50006 0.86002 -2.16118 0.059
H 1.58050 -0.61308 -2.91158 0.594
H -0.03218 -0.03598 -2.33978 -0.290
H 1.10332 1.69946 -0.18870 0.280
H 2.36340 0.73406 0.64274 0.804
H 1.74027 2.14813 2.37129 0.235
H 0.81952 0.77369 2.70383 -0.393
H 0.00327 2.09074 1.82954 -0.382
C -8.45795 -4.84788 0.15270 -0.914
C -8.75603 -3.50786 -0.55283 -0.897
N -7.72423 -2.47211 -0.29975 0.605
C -6.56298 -2.62101 -1.16320 -0.820
C -5.36339 -1.85896 -0.53266 -0.033
C -8.34569 -1.14931 -0.38208 -0.553
C -9.13593 -0.86699 0.88176 -1.349
H -9.23196 -5.59076 -0.04000 0.470
H -8.20077 -4.74585 1.20701 0.337
H -7.59591 -5.28071 -0.35490 -0.050
H -8.81880 -3.57406 -1.63900 0.388
H -9.72090 -3.10260 -0.24804 0.539
H -6.29519 -3.66676 -1.31416 0.112
H -6.61343 -2.17623 -2.15704 0.315
H -4.57128 -2.01067 -1.26590 -0.757
H -5.61410 -0.80900 -0.38155 0.752
H -5.15044 -2.33354 0.42522 -0.043
H -8.95262 -1.10248 -1.28626 0.388
H -7.60459 -0.35607 -0.48026 0.397
H -9.52517 0.15062 0.84904 0.415
H -8.50619 -1.01071 1.75976 0.245
H -10.00852 -1.51280 0.97982 0.398
C 9.66322 -1.14814 -3.12132 -1.110
C 8.82203 -2.40434 -3.43253 -0.321
N 7.40051 -2.14208 -3.74926 0.110
C 6.75673 -3.25707 -4.47822 -0.360
C 7.27863 -3.47599 -5.91697 -1.264
C 6.65327 -1.76910 -2.50362 -0.531
C 5.28708 -1.06470 -2.72363 -1.007
H 9.82824 -0.57504 -4.03369 0.301
H 10.59672 -1.43006 -2.63428 0.348
H 9.14161 -0.51322 -2.40515 0.257
H 9.28185 -2.80201 -4.33725 0.248
H 8.91479 -3.17992 -2.67228 0.334
H 5.69680 -3.02586 -4.58406 0.250
H 6.65096 -4.16345 -3.88207 0.350
H 6.75238 -4.21473 -6.52148 0.419
H 8.32943 -3.76547 -5.90582 0.304
H 7.23386 -2.61816 -6.58795 0.314
H 6.40647 -2.68352 -1.96414 0.261
H 7.22518 -1.08572 -1.87592 0.266
H 4.51127 -1.63540 -3.23405 0.384
H 4.96428 -0.81249 -1.71354 0.150
H 5.43007 -0.14550 -3.29172 0.315
C 5.18616 4.77369 -6.44427 -1.050
C 3.67396 5.02144 -6.15934 -0.625
N 3.29424 5.18593 -4.72644 -0.033
C 3.45790 3.92612 -3.91627 -0.668
C 2.49639 2.80881 -4.35178 -0.818
C 3.95410 6.31362 -4.10118 -0.463
C 3.81488 7.67030 -4.84709 -1.306
H 5.60213 3.85928 -6.02128 0.282
H 5.79956 5.63452 -6.17818 0.250
H 5.31186 4.59477 -7.51211 0.413
H 3.34595 5.88571 -6.73687 0.380
H 3.02339 4.20456 -6.47167 0.404
H 4.49263 3.61310 -4.05575 0.296
H 3.29131 4.08020 -2.85015 0.448
H 2.75270 2.34973 -5.30658 0.388
H 2.73996 1.99256 -3.67171 0.028
H 1.45308 3.09922 -4.22824 0.270
H 4.99396 6.00272 -4.00051 0.415
H 3.53909 6.47358 -3.10605 0.415
H 4.04838 8.48690 -4.16390 0.409
H 2.82245 7.78565 -5.28283 0.340
H 4.60058 7.78760 -5.59342 0.260
C -5.32041 -3.37327 -5.09081 -1.258
C -3.80760 -3.28615 -5.13815 -0.637
N -3.23675 -2.33129 -4.13368 0.917
C -3.79421 -1.00081 -4.47410 -0.749
C -3.56310 0.07753 -3.44583 -0.998
C -1.79212 -2.27001 -4.33887 -0.730
C -1.08078 -3.48773 -3.75034 -0.937
H -5.67477 -3.58507 -4.08201 0.050
H -5.59382 -4.23801 -5.69543 0.467
H -5.87552 -2.50376 -5.44281 0.364
H -3.47932 -4.27571 -4.82018 0.297
H -3.42713 -3.07933 -6.13844 0.396
H -3.42407 -0.69431 -5.45244 0.352
H -4.88229 -0.95233 -4.51668 0.304
H -4.03309 1.02045 -3.72534 0.512
H -3.96677 -0.23677 -2.48335 0.028
H -2.49286 0.25913 -3.34731 0.222
H -1.39221 -1.36843 -3.87484 0.276
H -1.61148 -2.13390 -5.40514 0.503
H -0.03432 -3.46539 -4.05451 0.485
H -1.48240 -4.40175 -4.18779 0.435
H -1.13910 -3.53250 -2.66282 -0.236
```

Orbital gap in eV: 8.46
Relative energy (zero: lowest compared OMol25 entry of this formula, charge and spin) in kcal per mole: 61.6
LUMO in Eh: 0.0210
Highest occupied orbital energy in eV: -7.9